The following is a quantum chemistry calculation of the ion C3H4NO3 with charge -1, from the Open Molecules 2025 dataset.

## Properties
**ΔE to the lowest compared entry with this formula, charge and spin**: 32.20 kcal/mol
**LUMO**: 3.850 eV
**E**: -397.25248 a.u.
**SMILES**: O=CNCC(=O)[O-]
**Strongest force on any atom**: 4.7 eV/Å
**E_HOMO**: -3.85 eV
**HOMO-LUMO gap**: 7.7004 eV

Geometry as ORCA input:
```
! RIJCOSX wB97M-V def2-TZVPD def2/J DEFGRID3
* xyz -1 1
O -1.92895 0.92352 1.10780
C -1.88038 0.30134 0.08864
N -0.66605 -0.14612 -0.44405
C 0.46824 0.26851 0.32352
C 1.74938 -0.63433 -0.17835
O 2.57429 -0.59209 0.82404
O 1.73849 -1.08344 -1.31801
H -2.77478 0.20419 -0.45105
H -0.52757 -0.62347 -1.34140
H 0.71944 1.26280 0.00285
H 0.52788 0.11910 1.38602
*
```

The following is a quantum chemistry calculation of a cluster of 2 separate species, C13H26BrF3N2O3 in total, from the Open Molecules 2025 dataset.

## Properties
**LUMO**: -1.901 eV
**E**: -3719.48158 a.u.
**Strongest force on any atom**: 2.8 eV/Å
**E_HOMO**: -5.14 eV
**HOMO-LUMO gap**: 3.2433 eV

Geometry as ORCA input:
```
! RIJCOSX wB97M-V def2-TZVPD def2/J DEFGRID3
* xyz 0 1
C 1.83576 -0.79769 -1.18463
C 0.36837 -0.07632 -0.83592
C -0.02112 1.11723 -1.89364
Br -0.47663 0.49910 -3.73905
C -1.20851 2.05935 -1.18574
C -1.74671 3.24266 -2.19069
N -2.96551 2.88333 -3.00930
C -4.01043 2.26366 -2.10855
C -3.33432 0.87816 -1.46202
C -4.54120 0.19817 -0.55410
C -4.78501 -1.39648 -0.83838
N -4.81784 -1.79610 -2.29637
O -2.26413 1.26908 -0.53384
H 2.31912 -1.14439 -0.17513
H 2.52222 0.01074 -1.72634
H 1.62203 -1.73142 -1.88018
H -0.45216 -0.90980 -0.72571
H 0.53460 0.44965 0.22073
H 0.95740 1.79249 -2.00138
H -0.63675 2.62482 -0.30288
H -0.88688 3.59918 -2.93044
H -2.02650 4.19467 -1.52696
H -2.76149 2.33768 -3.88691
H -3.37694 3.80492 -3.34793
H -4.25388 3.04416 -1.24871
H -4.98957 1.91438 -2.65010
H -3.00544 0.12179 -2.29164
H -4.19706 0.28258 0.58553
H -5.53787 0.81686 -0.63072
H -4.03451 -2.02148 -0.17504
H -5.86768 -1.64982 -0.40387
H -3.80960 -1.95869 -2.59645
H -5.13647 -1.00091 -2.89585
C 4.93997 -0.70042 4.94312
C 6.05012 -1.20737 4.04396
O 5.75826 -2.45851 3.42938
C 4.88019 -2.49005 2.26897
O 5.29571 -1.62815 1.34249
C 3.34868 -2.34767 2.62553
F 3.06037 -2.98794 3.79718
F 2.56015 -2.94268 1.68604
F 2.89940 -1.07680 2.76089
H 4.49842 -1.51413 5.52714
H 5.32260 0.06204 5.62772
H 4.14495 -0.23263 4.36333
H 6.92320 -1.39466 4.67869
H 6.36318 -0.44641 3.32114
H 4.93952 -3.55614 2.00665
*
```

The following is a quantum chemistry calculation of a cluster of 2 separate species, C2H6BNO3 in total, from the Open Molecules 2025 dataset.

## Properties
**ΔE to the lowest compared entry with this formula, charge and spin**: 59.81 kcal/mol
**LUMO**: 0.094 eV
**E**: -385.13499 a.u.
**Strongest force on any atom**: 4.0 eV/Å
**E_HOMO**: -8.92 eV
**HOMO-LUMO gap**: 9.0101 eV

Geometry as ORCA input:
```
! RIJCOSX wB97M-V def2-TZVPD def2/J DEFGRID3
* xyz 0 1
B -1.17891 -0.30899 -0.03449
C 2.02387 -0.14827 -0.14942
C -0.15073 0.85983 -0.04412
N 1.18593 0.85466 -0.42707
O 1.70692 -1.26532 0.24125
O -2.41983 0.16857 -0.31824
O -1.10847 -1.60584 0.14973
H 3.13670 0.02048 -0.27362
H -0.68056 1.81872 -0.05420
H -0.30587 0.49915 1.76592
H 1.37003 1.81512 -0.83102
H -3.18384 -0.54762 -0.38440
H -0.39524 -2.16049 0.35966
*
```

The following is a quantum chemistry calculation of a structure of composition C22H36BMnO26, from the Open Molecules 2025 dataset.

## Properties
**ΔE to the lowest compared entry with this formula, charge and spin**: 0.00 kcal/mol
**LUMO (alpha / beta)**: -2.377 / -2.378 eV
**E**: -3992.10975 a.u.
**Strongest force on any atom**: 2.0 eV/Å
**E_HOMO (alpha / beta)**: -10.56 / -10.56 eV
**HOMO-LUMO gap (alpha / beta)**: 8.1839 / 8.1832 eV

Geometry as ORCA input:
```
! RIJCOSX wB97M-V def2-TZVPD def2/J DEFGRID3
* xyz 1 6
Mn -5.71295 11.16725 19.72259
O -5.57191 10.18089 21.92711
C -5.17281 10.06235 23.05240
O -4.87108 11.01744 23.87336
B -4.34564 10.46163 25.14633
O -4.40754 9.00475 24.95303
C -4.84653 8.72798 23.74558
O -4.94343 7.64733 23.25630
O -5.10409 10.91304 26.30804
C -4.32369 11.61443 27.12849
O -4.64062 12.06697 28.17642
C -2.92536 11.66400 26.46043
O -2.94597 10.90748 25.37434
O -2.00496 12.31809 26.85386
C -6.37546 13.68155 23.17671
O -5.27939 14.35033 22.55105
C -4.77365 13.83727 21.47302
O -5.01430 12.72912 21.03698
O -3.85110 14.67054 21.02422
C -3.10007 14.28194 19.88257
H -6.11402 13.42975 24.20129
H -6.64365 12.76424 22.65731
H -7.26503 14.30749 23.23857
H -2.85448 15.13763 19.25851
H -3.63799 13.51499 19.32928
H -2.14233 13.87177 20.20899
C -9.76752 8.65378 22.01458
O -8.65181 9.43861 21.56473
C -8.77104 10.53386 20.82137
O -7.80345 11.06493 20.32265
O -10.02106 10.97041 20.75757
C -10.17902 12.28083 20.22212
H -9.81966 7.78228 21.35987
H -10.71661 9.17271 21.92190
H -9.53956 8.36761 23.03530
H -9.70972 13.07278 20.80161
H -11.22772 12.57826 20.20594
H -9.84145 12.30101 19.18735
C -8.28533 15.70487 19.48173
O -7.67252 14.42914 19.47349
C -6.81803 14.03358 18.52474
O -6.26752 12.95793 18.60827
O -6.70121 14.90766 17.56856
C -5.95843 14.58946 16.40427
H -9.02915 15.71967 20.27621
H -8.72029 15.96096 18.51761
H -7.57283 16.47805 19.78299
H -6.45185 13.87288 15.75080
H -4.92542 14.29502 16.58272
H -5.88694 15.49601 15.80166
C -8.62228 8.43844 17.47584
O -8.47199 9.57757 16.62944
C -7.52966 10.44290 16.93441
O -6.68730 10.33421 17.77670
O -7.63959 11.55524 16.20348
C -8.58100 11.62248 15.13561
H -9.43257 7.82642 17.09962
H -8.78923 8.72881 18.51537
H -7.68125 7.88250 17.49207
H -9.55863 11.87839 15.54908
H -8.77625 10.68619 14.61250
H -8.28482 12.34747 14.38434
C -3.97851 7.34714 17.82693
O -5.07441 6.95500 18.64582
C -5.69000 7.83810 19.42108
O -5.32124 8.97543 19.50923
O -6.66928 7.31228 20.09069
C -7.30054 6.09494 19.76745
H -3.78758 6.54351 17.12141
H -3.08392 7.50467 18.42709
H -4.29858 8.23776 17.28059
H -6.84923 5.53658 18.94343
H -8.29925 6.22588 19.33464
H -7.38856 5.45218 20.63540
C -3.54149 10.86080 15.10992
O -4.14373 11.04560 16.39709
C -3.42308 11.15407 17.47994
O -3.87999 11.39733 18.56849
O -2.12992 10.97386 17.22705
C -1.22313 11.34053 18.25447
H -2.79751 11.64264 14.97789
H -4.29947 10.90719 14.33408
H -3.08036 9.87694 15.03116
H -1.45434 12.34666 18.61257
H -0.21637 11.38017 17.84605
H -1.14596 10.74903 19.16870
*
```

The following is a quantum chemistry calculation of a structure of composition C9H11CuN2O3, from the Open Molecules 2025 dataset.

## Properties
**LUMO (alpha / beta)**: -7.605 / -10.145 eV
**E**: -2324.48560 a.u.
**Strongest force on any atom**: 7.9 eV/Å
**E_HOMO (alpha / beta)**: -14.12 / -14.10 eV
**HOMO-LUMO gap (alpha / beta)**: 6.5107 / 3.9540 eV

Geometry as ORCA input:
```
! RIJCOSX wB97M-V def2-TZVPD def2/J DEFGRID3
* xyz 2 3
Cu 25.41965 6.51499 -4.96325
O 26.65401 6.56590 -9.35642
C 27.01773 6.70518 -8.07324
O 26.12593 6.97419 -7.23855
O 28.23828 6.79139 -7.78100
H 25.71184 6.51711 -9.17891
N 27.15596 7.44534 -12.68908
C 28.28620 7.57485 -13.51896
C 29.07049 8.60954 -13.02122
C 28.51170 8.94711 -11.76403
C 27.33251 8.27229 -11.63922
H 26.28054 7.07915 -13.03498
H 28.36923 7.05139 -14.45997
H 29.86445 9.10843 -13.55706
H 28.86060 9.74006 -11.11914
H 26.50743 8.35822 -10.94765
N 23.35803 6.09342 -9.20110
C 23.62421 7.42606 -9.10662
C 22.94629 8.11351 -10.17641
C 22.37773 7.12565 -10.88212
C 22.56752 5.86611 -10.27599
H 23.58489 5.42942 -8.47464
H 24.12115 7.80148 -8.22430
H 22.92059 9.17799 -10.35700
H 21.71692 7.34208 -11.70850
H 22.12123 4.89431 -10.42707
*
```